Molecular formula: C32H44BrN3P2Tc
Method: DFT, the ωB97M-V functional and the def2-TZVPD basis

For the max |F|, the calculation gives 4.80 eV Å⁻¹. The energy above the lowest of the compared OMol25 structures with the same formula, charge and spin comes out at 15.19 kJ/mol. As for the total charge: +4. The molar mass is 710.58 g mol⁻¹. The value obtained for the lowest unoccupied orbital energy (spin up / spin down) is -13.12 / -15.11 eV. The calculated total energy comes out at -4745.78818 a.u. Its multiplicity is 4.

Structure (XYZ):
```
83
C32H44BrN3P2Tc the ωB97M-V functional and the def2-TZVPD basis
C 0.337 4.716 -1.620
C -0.047 3.576 -2.363
C -0.350 3.737 -3.753
C -0.257 5.037 -4.279
N 0.042 6.117 -3.557
C 0.355 5.961 -2.268
C -0.168 2.321 -1.618
C -0.905 1.245 -1.348
C -1.830 0.613 -0.378
C -1.175 -0.282 0.513
C -1.883 -0.938 1.591
C -3.325 -0.927 1.579
C -3.943 0.035 0.733
C -3.238 0.749 -0.233
Tc 0.655 1.233 -0.163
P 2.410 -0.027 0.695
H -0.664 2.905 -4.406
H 0.595 4.623 -0.552
H -0.473 5.214 -5.338
H 0.626 6.836 -1.678
H -3.781 1.419 -0.901
H -0.191 -0.755 0.151
H -5.027 0.135 0.815
H -1.285 -1.428 2.322
C 2.137 -1.332 1.973
C 2.798 -2.676 1.722
H 1.046 -1.419 2.033
H 2.458 -0.907 2.933
H 2.545 -3.348 2.547
H 2.448 -3.141 0.797
H 3.888 -2.608 1.690
C 3.164 -0.894 -0.739
C 3.578 0.076 -1.823
H 2.397 -1.574 -1.113
H 3.980 -1.532 -0.387
H 3.787 -0.489 -2.739
H 2.781 0.800 -2.042
H 4.480 0.626 -1.536
C 3.943 0.802 1.379
C 5.144 -0.105 1.685
H 3.631 1.332 2.290
H 4.216 1.576 0.644
H 5.916 0.512 2.167
H 4.900 -0.926 2.374
H 5.580 -0.526 0.769
Br -4.375 -2.038 2.572
P -1.236 -2.523 -1.915
C 0.292 -2.875 -1.068
C 0.526 -4.366 -1.301
H 0.241 -2.641 0.005
H 1.068 -2.269 -1.554
H 1.571 -4.634 -1.186
H -0.062 -4.950 -0.592
H 0.205 -4.624 -2.316
C -2.598 -3.160 -0.916
C -3.800 -3.897 -1.576
H -2.939 -2.245 -0.405
H -2.173 -3.826 -0.141
H -4.526 -4.137 -0.779
H -4.345 -3.318 -2.341
H -3.518 -4.871 -2.009
C -1.853 -1.111 -2.797
C -2.365 -1.601 -4.172
H -1.044 -0.357 -2.880
H -2.678 -0.687 -2.195
H -2.711 -0.745 -4.761
H -1.557 -2.108 -4.718
H -3.207 -2.298 -4.052
N -1.942 3.082 2.495
C -1.286 3.000 1.319
N -0.154 2.293 1.441
C 0.026 2.101 2.848
C 0.962 1.345 3.546
C 0.569 0.770 4.759
C -0.714 0.996 5.271
C -1.588 1.911 4.673
C -1.167 2.472 3.479
H -2.832 3.540 2.671
H -1.660 3.476 0.429
H 1.962 1.259 3.124
H 1.253 0.090 5.288
H -1.054 0.418 6.130
H -2.583 2.162 5.055
```

Atom charges from the Löwdin analysis, given in e for atoms 1 to 2: 0.03 -0.17


Molecular formula: C32H44N12
Method: DFT, the ωB97M-V functional and the def2-TZVPD basis

For the max |F|, the calculation gives 1.60 eV Å⁻¹. The SMILES is c1cc[nH]c1.c1cc[nH]c1.c1cc[nH]c1.c1cc[nH]c1.CC#N.CC#N.CC#N.CC#N.CC#N.CC#N.CC#N.CC#N. The energy above the lowest of the compared OMol25 structures with the same formula, charge and spin comes out at 48.85 kJ/mol. As for the total charge: 0. The molar mass is 596.79 g mol⁻¹. The value obtained for the lowest unoccupied orbital energy is 0.23 eV. The calculated total energy comes out at -1902.71814 a.u.

Structure (XYZ):
```
88
C32H44N12 the ωB97M-V functional and the def2-TZVPD basis
C -0.685 -0.903 1.442
C 0.392 -1.771 1.080
C 0.714 -1.424 -0.216
N -0.107 -0.407 -0.644
C -0.936 -0.084 0.390
H -1.213 -1.058 2.371
H 0.841 -2.552 1.668
H 1.391 -1.878 -0.923
H -0.127 0.013 -1.556
H -1.737 0.627 0.272
C 1.928 3.440 -3.252
C 1.844 4.078 -4.515
C 1.479 3.148 -5.466
N 1.417 1.949 -4.791
C 1.740 2.109 -3.474
H 2.166 3.918 -2.316
H 1.893 5.134 -4.744
H 1.301 3.307 -6.512
H 1.225 1.056 -5.211
H 1.735 1.274 -2.797
C -2.921 4.633 1.175
C -1.777 5.467 1.243
C -0.721 4.786 0.688
N -1.153 3.554 0.323
C -2.465 3.427 0.686
H -3.908 4.835 1.551
H -1.690 6.473 1.625
H 0.301 5.097 0.540
H -0.599 2.826 -0.090
H -2.987 2.532 0.380
C 0.995 2.081 4.850
C 0.734 1.978 6.225
C -0.085 0.885 6.429
N -0.330 0.323 5.187
C 0.431 0.968 4.261
H 1.488 2.859 4.290
H 1.051 2.676 6.982
H -0.626 0.495 7.274
H -0.849 -0.522 5.012
H 0.346 0.635 3.238
C 6.369 -1.284 -1.118
C 4.994 -1.709 -1.420
N 3.942 -2.108 -1.642
H 6.334 -0.399 -0.482
H 6.851 -0.914 -2.024
H 6.966 -2.055 -0.646
C 3.556 -0.977 2.501
C 4.962 -1.014 2.127
N 6.077 -1.069 1.859
H 3.465 -1.018 3.586
H 3.193 -1.958 2.183
H 3.013 -0.162 2.037
C 0.514 -4.983 -1.718
C -0.108 -6.286 -2.082
N -0.528 -7.327 -2.302
H 0.208 -4.088 -2.249
H 1.589 -5.125 -1.809
H 0.222 -4.904 -0.670
C -1.804 -4.843 3.021
C -1.201 -5.994 2.382
N -0.747 -6.941 1.916
H -2.886 -4.881 2.866
H -1.553 -3.902 2.526
H -1.594 -4.715 4.079
C -4.853 -0.381 3.381
C -3.680 -0.808 4.130
N -2.739 -1.175 4.670
H -4.664 0.597 2.950
H -5.748 -0.424 4.001
H -5.028 -1.140 2.617
C -4.602 0.605 -2.322
C -4.389 0.498 -0.895
N -4.229 0.425 0.233
H -5.048 1.557 -2.593
H -5.295 -0.181 -2.634
H -3.667 0.379 -2.836
C 2.236 -3.231 -4.280
C 1.580 -2.025 -3.789
N 1.072 -1.096 -3.356
H 1.505 -4.020 -4.472
H 2.904 -3.666 -3.538
H 2.803 -3.119 -5.201
C -1.751 3.709 -3.939
C -1.638 2.577 -3.001
N -1.623 1.693 -2.268
H -2.038 4.588 -3.364
H -2.602 3.474 -4.578
H -0.837 3.837 -4.510
```

Atom charges from the Löwdin analysis, given in e for atoms 1 to 2: -0.13 -0.11


Molecular formula: C32H44N6OP
Method: DFT, the ωB97M-V functional and the def2-TZVPD basis

For the max |F|, the calculation gives 0.60 eV Å⁻¹. As for the total charge: +1. The molar mass is 559.72 g mol⁻¹. The value obtained for the lowest unoccupied orbital energy is -1.95 eV. The calculated total energy comes out at -1990.63409 a.u.

Structure (XYZ):
```
84
C32H44N6OP the ωB97M-V functional and the def2-TZVPD basis
C 0.641 4.103 -4.647
C -0.717 3.439 -4.670
O -0.711 2.003 -4.529
C 0.354 1.437 -3.850
N -0.060 0.023 -3.549
P 1.344 -0.898 -2.752
C 0.978 -0.592 -0.984
C -0.459 -0.222 -0.598
C 0.808 -2.617 -3.002
C 2.082 -3.473 -2.835
H 1.334 3.661 -5.364
H 0.508 5.157 -4.881
H 1.098 4.073 -3.655
H -1.188 3.628 -5.634
H -1.361 3.876 -3.906
H 0.563 1.904 -2.882
H 1.267 1.375 -4.443
H -0.346 -0.426 -4.420
H -0.897 0.047 -2.953
H 1.291 -1.493 -0.450
H 1.658 0.207 -0.681
H -0.570 -0.269 0.484
H -0.695 0.808 -0.883
H -1.198 -0.890 -1.041
H 0.068 -2.927 -2.262
H 0.373 -2.755 -3.994
H 2.762 -3.011 -2.114
H 2.628 -3.548 -3.773
H 1.822 -4.456 -2.452
N 0.700 -4.030 0.130
C 0.509 -3.515 1.345
C -0.496 -3.930 2.205
C -1.355 -4.931 1.782
C -1.172 -5.476 0.521
C -0.135 -4.994 -0.261
H 1.209 -2.745 1.654
H -0.591 -3.481 3.184
H -2.150 -5.285 2.426
H -1.814 -6.263 0.150
H 0.038 -5.407 -1.250
N -3.517 -0.173 -2.557
C -4.737 -0.644 -2.299
C -5.896 0.064 -2.580
C -5.788 1.317 -3.161
C -4.525 1.819 -3.437
C -3.431 1.038 -3.110
H -4.786 -1.628 -1.849
H -6.862 -0.365 -2.351
H -6.673 1.892 -3.399
H -4.391 2.789 -3.897
H -2.415 1.351 -3.310
N 3.377 -3.059 3.222
C 4.049 -3.528 2.171
C 5.425 -3.438 2.035
C 6.148 -2.824 3.046
C 5.463 -2.331 4.144
C 4.083 -2.472 4.189
H 3.450 -4.003 1.399
H 5.916 -3.843 1.160
H 7.224 -2.735 2.980
H 5.985 -1.848 4.959
H 3.516 -2.110 5.041
N 1.979 -1.547 7.052
C 2.275 -0.411 7.681
C 1.328 0.393 8.296
C 0.001 -0.001 8.257
C -0.322 -1.182 7.607
C 0.700 -1.915 7.024
H 3.323 -0.134 7.694
H 1.628 1.304 8.796
H -0.768 0.597 8.728
H -1.343 -1.533 7.555
H 0.488 -2.848 6.513
N -1.243 6.036 -2.524
C -0.532 6.998 -1.938
C -0.908 7.618 -0.756
C -2.088 7.223 -0.148
C -2.840 6.224 -0.745
C -2.375 5.666 -1.925
H 0.382 7.289 -2.443
H -0.289 8.395 -0.329
H -2.416 7.685 0.773
H -3.770 5.884 -0.310
H -2.944 4.883 -2.417
```

Atom charges from the Löwdin analysis, given in e for atoms 1 to 2: -0.08 -0.22


Molecular formula: C32H45GeO5S2SiW
Method: DFT, the ωB97M-V functional and the def2-TZVPD basis

For the max |F|, the calculation gives 0.58 eV Å⁻¹. The energy above the lowest of the compared OMol25 structures with the same formula, charge and spin comes out at 0.00 kJ/mol. As for the total charge: +2. The molar mass is 858.38 g mol⁻¹. The value obtained for the lowest unoccupied orbital energy (spin up / spin down) is -7.06 / -7.62 eV. The calculated total energy comes out at -4852.12418 a.u. Its multiplicity is 2.

Structure (XYZ):
```
87
C32H45GeO5S2SiW the ωB97M-V functional and the def2-TZVPD basis
W 0.288 0.168 1.129
C -2.315 -3.397 1.601
C -0.892 -2.878 1.671
C -0.245 -3.139 3.018
C -0.077 -3.401 0.505
O -0.995 -1.391 1.487
Ge -2.185 -0.272 2.543
O -0.087 0.451 3.010
C 0.208 1.070 4.337
C -1.059 0.989 5.168
C 1.322 0.239 4.944
C 0.623 2.513 4.127
O -1.741 0.909 1.137
C -2.591 2.026 0.622
C -3.922 1.945 1.345
C -2.761 1.813 -0.867
C -1.867 3.319 0.944
H -2.313 -4.476 1.753
H -2.757 -3.188 0.626
H -2.950 -2.974 2.385
H -0.096 -4.210 3.154
H -0.877 -2.786 3.838
H 0.727 -2.650 3.091
H -0.148 -4.489 0.483
H 0.979 -3.145 0.583
H -0.468 -3.020 -0.440
H -1.387 -0.043 5.305
H -1.868 1.580 4.729
H -0.863 1.401 6.158
H 1.006 -0.794 5.090
H 1.597 0.654 5.914
H 2.207 0.250 4.307
H -0.107 3.050 3.521
H 1.600 2.588 3.657
H 0.681 3.006 5.098
H -4.421 0.990 1.159
H -4.584 2.727 0.973
H -3.813 2.100 2.422
H -3.297 0.889 -1.077
H -1.799 1.783 -1.377
H -3.330 2.643 -1.288
H -1.776 3.457 2.022
H -2.422 4.166 0.542
H -0.871 3.331 0.496
O 0.345 0.015 -0.644
Si 0.365 -0.219 -2.383
C 1.805 -1.357 -2.560
C 1.633 -2.744 -2.570
C 2.730 -3.593 -2.580
C 4.014 -3.065 -2.575
C 4.204 -1.689 -2.571
C 3.107 -0.841 -2.564
C 0.697 1.446 -3.109
C 0.656 2.642 -2.391
C 0.920 3.857 -3.005
C 1.232 3.893 -4.357
C 1.292 2.713 -5.087
C 1.035 1.501 -4.466
C -1.260 -1.012 -2.757
C -1.569 -1.279 -4.095
C -2.758 -1.902 -4.440
C -3.657 -2.276 -3.451
C -3.364 -2.028 -2.118
C -2.175 -1.401 -1.775
H 0.633 -3.164 -2.592
H 2.587 -4.665 -2.605
H 4.869 -3.728 -2.592
H 5.207 -1.282 -2.595
H 3.260 0.234 -2.592
H 0.416 2.632 -1.333
H 0.884 4.776 -2.434
H 1.437 4.839 -4.840
H 1.543 2.738 -6.139
H 1.110 0.590 -5.051
H -0.881 -0.996 -4.885
H -2.984 -2.097 -5.480
H -4.584 -2.766 -3.720
H -4.069 -2.324 -1.350
H -1.960 -1.212 -0.728
C 5.101 1.808 0.939
O 4.413 0.544 1.196
C 3.136 0.509 1.247
S 2.104 1.852 1.053
S 2.366 -1.005 1.508
H 6.153 1.553 0.934
H 4.870 2.505 1.741
H 4.781 2.191 -0.027
```

Atom charges from the Löwdin analysis, given in e for atoms 1 to 2: 1.47 -0.02


Molecular formula: C32H45IrN2O3S5Se
Method: DFT, the ωB97M-V functional and the def2-TZVPD basis

For the max |F|, the calculation gives 0.56 eV Å⁻¹. The energy above the lowest of the compared OMol25 structures with the same formula, charge and spin comes out at 0.00 kJ/mol. As for the total charge: +3. The molar mass is 937.23 g mol⁻¹. The value obtained for the lowest unoccupied orbital energy (spin up / spin down) is -8.46 / -8.55 eV. The calculated total energy comes out at -6077.46624 a.u. Its multiplicity is 2.

Structure (XYZ):
```
89
C32H45IrN2O3S5Se the ωB97M-V functional and the def2-TZVPD basis
Ir -1.330 -0.627 -0.056
C 0.875 -1.001 2.164
C 1.178 -2.272 1.397
S 0.255 -2.345 -0.178
C -0.740 -3.876 0.108
C -2.162 -3.709 -0.366
S -2.923 -2.201 0.278
C -2.964 -2.408 2.092
C -1.693 -2.055 2.846
S -0.885 -0.544 2.199
H 1.229 -1.052 3.195
H 1.341 -0.139 1.681
H 2.234 -2.295 1.126
H 0.953 -3.169 1.970
H -0.240 -4.652 -0.472
H -0.696 -4.161 1.156
H -2.214 -3.585 -1.450
H -2.791 -4.559 -0.100
H -3.778 -1.749 2.399
H -3.281 -3.432 2.296
H -1.951 -1.842 3.884
H -0.966 -2.862 2.842
O -0.180 1.171 -0.083
S 0.626 2.344 -0.668
C -0.416 3.845 -0.529
C -1.923 3.632 -0.605
C -2.585 3.490 0.765
C -4.056 3.100 0.648
S -4.295 1.306 0.402
O -2.911 0.828 -0.088
C -4.563 0.773 2.067
C -3.642 0.968 3.095
C -3.964 0.536 4.370
C -5.196 -0.068 4.616
C -6.114 -0.239 3.590
C -5.799 0.179 2.302
C 0.689 2.253 -2.442
C -0.402 1.883 -3.216
C -0.297 1.947 -4.596
C 0.886 2.375 -5.187
C 1.968 2.747 -4.402
C 1.874 2.688 -3.019
H -0.062 4.445 -1.367
H -0.103 4.339 0.392
H -2.139 2.764 -1.223
H -2.361 4.493 -1.114
H -2.540 4.451 1.282
H -2.043 2.776 1.387
H -4.534 3.593 -0.200
H -4.636 3.324 1.543
H -2.704 1.472 2.913
H -3.269 0.696 5.185
H -5.446 -0.390 5.619
H -7.077 -0.691 3.788
H -6.508 0.045 1.494
H -1.325 1.578 -2.744
H -1.143 1.686 -5.217
H 0.961 2.429 -6.265
H 2.886 3.082 -4.863
H 2.712 2.984 -2.399
N -1.917 -1.269 -4.266
C -2.218 -0.830 -3.046
N -3.424 -0.312 -2.805
O -1.324 -0.926 -2.145
H -2.569 -1.241 -5.032
H -0.992 -1.633 -4.430
H -4.127 -0.228 -3.521
H -3.596 0.094 -1.898
C 8.461 -1.310 0.996
C 7.050 -1.068 0.567
C 6.483 0.210 0.633
C 5.194 0.460 0.217
C 4.656 1.859 0.309
C 4.415 -0.617 -0.304
Se 2.741 -0.277 -1.017
C 4.968 -1.936 -0.334
C 4.211 -3.146 -0.813
C 6.265 -2.122 0.094
H 8.949 -0.395 1.323
H 9.038 -1.738 0.174
H 8.493 -2.032 1.814
H 7.081 1.027 1.018
H 5.353 2.499 0.844
H 3.693 1.887 0.820
H 4.503 2.279 -0.688
H 3.219 -2.899 -1.184
H 4.125 -3.876 -0.004
H 4.756 -3.638 -1.620
H 6.694 -3.117 0.055
```

Atom charges from the Löwdin analysis, given in e for atoms 1 to 2: 0.88 -0.43